[1]
The following is a DFT calculation (ωB97M-V/def2-TZVPD) of C20H24F6IrN7O3S as an isolated structure.

Geometry as XYZ:
```
62
Properties=species:S:1:pos:R:3:forces:R:3:lowdin_charge:R:1
Ir 1.19496 0.12990 0.23016 -0.32 -0.03 -0.56 1.697
N 2.13633 0.10635 4.45454 0.08 0.00 0.24 0.210
C 0.78543 0.25057 4.76371 0.18 -0.11 -0.09 -0.159
C 0.11420 0.24457 5.98012 0.22 0.00 0.11 0.011
C -1.24662 0.44059 5.93024 -0.08 0.01 0.02 -0.047
C -1.90278 0.66671 4.71111 -0.10 0.03 0.01 -0.039
C -1.22722 0.66506 3.50913 -0.03 0.07 -0.11 -0.006
C 0.14161 0.40701 3.53707 0.14 0.00 -0.09 -0.182
N 1.10592 0.30853 2.51680 -0.10 0.07 -0.29 0.039
C 2.26968 0.15835 3.12559 -0.23 -0.05 0.23 -0.268
C 3.51084 0.10347 2.38070 -0.05 -0.04 -0.14 -0.309
C 4.78789 0.09516 2.82461 0.26 -0.01 0.22 -0.286
S 5.85965 0.09628 1.50068 0.06 -0.01 -0.04 1.175
C 4.55235 0.10795 0.42560 0.08 -0.02 0.08 -0.418
N 3.38149 0.10650 1.01136 -0.36 0.08 0.10 -0.102
H 2.88832 0.01013 5.11822 -0.03 -0.02 0.02 0.182
H 0.63384 0.10001 6.92024 -0.04 0.02 -0.08 0.127
H -1.81636 0.44296 6.84995 0.01 0.01 -0.03 0.121
H -2.96742 0.86529 4.71849 0.06 0.01 -0.01 0.121
H -1.73738 0.92040 2.59356 -0.05 0.01 0.19 0.088
H 5.15475 0.09900 3.84189 -0.03 0.00 -0.12 0.099
H 4.71468 0.11467 -0.64245 -0.09 -0.01 0.08 0.083
N -0.50860 -1.36472 -0.06555 0.12 -0.30 0.18 0.005
C -1.75114 -0.84800 0.53096 0.01 0.26 -0.07 -0.274
C -3.03900 -1.55485 0.11041 0.06 -0.24 -0.08 -0.119
C -3.36904 -1.72400 -1.38062 0.05 0.27 0.16 -0.153
C -4.18899 -0.57997 -1.98664 0.12 -0.09 -0.19 -0.136
N -3.54311 0.73122 -2.06937 -0.24 -0.19 -0.07 0.101
C -2.54754 1.06982 -2.86278 -0.13 0.04 -0.06 -0.429
N -1.99445 2.28043 -2.74288 0.12 -0.10 0.01 0.233
N -2.10322 0.21881 -3.79787 0.10 0.09 0.07 0.229
C -1.76858 0.67835 0.37022 0.43 -0.07 -0.23 -0.612
O -2.82262 1.28225 0.43071 0.29 0.16 0.17 0.065
O -0.59951 1.24575 0.19087 -0.55 0.14 0.04 -0.172
H -0.52262 -1.35187 -1.08433 -0.03 -0.03 0.02 0.080
H -0.31314 -2.31227 0.24175 -0.01 -0.06 -0.01 0.127
H -1.65549 -1.00709 1.60566 0.01 -0.01 0.09 0.138
H -3.86013 -1.02474 0.59171 -0.01 -0.02 0.13 0.130
H -2.99677 -2.54762 0.56334 -0.08 -0.02 -0.02 0.126
H -4.02116 -2.59444 -1.46616 0.09 -0.08 -0.04 0.126
H -2.47587 -1.95802 -1.97022 -0.06 0.07 -0.04 0.102
H -5.06636 -0.43116 -1.36251 -0.09 0.04 -0.06 0.139
H -4.55624 -0.86778 -2.97438 -0.02 0.03 -0.02 0.128
H -3.78553 1.38166 -1.33710 0.13 0.00 0.08 0.137
H -2.21256 2.84917 -1.93841 0.02 -0.07 0.04 0.135
H -1.11469 2.46917 -3.19163 0.01 0.06 -0.05 0.124
H -2.65804 -0.57994 -4.05170 -0.01 -0.02 -0.02 0.120
H -1.42185 0.53400 -4.46704 -0.05 -0.03 -0.04 0.116
C 1.53090 -0.09933 -4.21184 -0.04 -0.06 -0.09 0.025
C 1.97602 -0.02457 -2.75200 0.29 0.01 -0.25 -0.425
O 0.90925 -0.00437 -1.87356 0.25 0.08 0.37 -0.280
C 2.77726 1.30934 -2.58492 -0.06 0.12 0.30 -0.541
F 2.83406 1.66903 -1.25956 0.04 -0.11 -0.28 0.065
F 2.14033 2.30477 -3.20157 -0.02 -0.02 0.08 0.172
F 4.02965 1.28482 -3.02290 -0.11 -0.05 -0.04 0.189
C 2.83544 -1.30978 -2.48514 0.05 -0.07 0.33 -0.541
F 2.84747 -1.60136 -1.14419 0.02 0.12 -0.20 0.067
F 4.10941 -1.23512 -2.86258 -0.17 0.06 -0.03 0.183
F 2.29001 -2.36780 -3.07701 -0.05 0.00 0.05 0.178
H 0.93545 0.77362 -4.46726 0.04 0.01 0.04 0.083
H 0.95047 -1.00491 -4.36768 -0.02 0.04 0.01 0.099
H 2.39638 -0.12798 -4.87757 -0.04 0.02 0.00 0.122
```
Forces are in eV/Å.

As for the spin multiplicity: 5. The calculated total energy is -2486.76657 a.u. For the orbital gap (spin up / spin down), the calculation gives 0.312 / 0.220 hartree. The highest occupied orbital energy (spin up / spin down) is -13.9458 / -14.1089 eV. As for the total charge: +2. For the LUMO energy (spin up / spin down), the calculation gives -0.2007 / -0.2989 hartree. As for the relative energy (zero: lowest compared OMol25 entry of this formula, charge and spin): 100.7 kJ/mol.

=====

[2]
The following is a DFT calculation (ωB97M-V/def2-TZVPD) of a 2-piece molecular cluster, C20H24FN2O overall at a distorted geometry.

Geometry as XYZ:
```
48
Properties=species:S:1:pos:R:3:forces:R:3:lowdin_charge:R:1
F 4.21235 2.77838 2.43577 -0.55 -1.45 -0.01 0.063
C 3.76027 1.47881 2.44180 -0.09 1.27 -0.05 -0.209
C 4.70426 0.45812 2.51951 -0.74 -0.52 -0.03 0.065
C 4.22689 -0.86316 2.52490 0.39 0.18 0.07 -0.027
C 2.87277 -1.13289 2.45839 -0.60 0.27 -0.09 0.016
C 1.90376 -0.07913 2.37941 1.11 0.03 -0.11 -0.169
C 0.54858 -0.48560 2.31232 -0.32 0.18 0.18 0.121
C -0.67252 0.22911 2.39533 -0.79 0.05 0.03 -0.174
C -1.87458 -0.55504 2.37854 0.43 0.06 -0.04 0.012
C -3.12650 0.03059 2.44223 -0.16 0.08 0.03 -0.041
C -3.25320 1.42708 2.52101 0.49 -0.50 -0.10 -0.009
C -2.09676 2.21487 2.55198 0.48 0.16 0.03 -0.036
C -0.82891 1.64003 2.51210 -0.31 -0.08 -0.04 0.024
C 2.39218 1.26182 2.36413 0.25 -0.33 0.08 0.090
H 5.76381 0.68854 2.57148 -0.17 0.00 -0.02 0.139
H 4.93900 -1.68497 2.58257 -0.19 0.21 -0.01 0.125
H 2.50953 -2.16352 2.47811 0.21 0.32 -0.06 0.131
H 0.41950 -1.56474 2.22629 0.01 0.16 -0.02 0.132
H -1.77643 -1.64235 2.32967 -0.09 0.34 -0.08 0.130
H -4.01968 -0.59524 2.43579 0.28 0.17 0.00 0.121
H -4.23854 1.89241 2.56262 0.29 -0.14 -0.01 0.126
H -2.18221 3.30074 2.61628 0.03 -0.34 0.02 0.122
H 0.04634 2.27655 2.58318 -0.49 -0.04 -0.02 0.096
H 1.71956 2.10840 2.28731 0.49 -0.14 -0.05 0.109
C -2.68501 -2.22867 -1.10677 -0.28 -0.31 0.06 -0.048
N -2.16822 -1.05105 -1.76140 -0.11 -0.01 0.16 -0.149
C -3.09710 -0.38145 -2.66446 0.18 0.07 -0.12 -0.039
C -0.88238 -0.71368 -1.50232 -0.61 -0.37 -0.30 -0.403
C -0.29569 0.47517 -2.27993 -0.17 -1.12 0.98 -0.266
C -0.12401 0.20381 -3.79447 -0.06 0.39 0.07 -0.116
C 1.37409 -0.08843 -3.98982 0.20 0.16 0.15 -0.141
C 2.01622 0.01769 -2.58763 0.46 -0.87 -0.17 -0.213
N 1.02299 0.64188 -1.76682 0.47 2.05 -0.29 -0.047
O -0.21583 -1.34326 -0.67655 -0.05 0.40 -0.07 0.013
H -1.90937 -2.60956 -0.43996 -0.28 -0.04 -0.16 0.078
H -3.58449 -1.97529 -0.53082 0.07 -0.12 -0.11 0.088
H -2.93809 -2.99028 -1.85788 -0.03 0.09 0.24 0.101
H -2.69547 0.57301 -3.02724 -0.15 -0.38 0.12 0.083
H -3.31983 -1.02620 -3.53070 0.07 0.23 0.22 0.101
H -4.04193 -0.18655 -2.13506 0.26 -0.03 -0.13 0.094
H -0.97328 1.31891 -2.08445 0.37 0.12 -0.08 0.140
H -0.75507 -0.60915 -4.17433 0.10 0.20 0.26 0.112
H -0.40200 1.11814 -4.32925 -0.02 -0.23 -0.01 0.115
H 1.52544 -1.08361 -4.41315 0.08 0.19 0.00 0.108
H 1.81240 0.65328 -4.66241 -0.04 -0.21 0.02 0.108
H 2.27089 -1.00467 -2.23765 -0.04 0.31 -0.03 0.111
H 2.93885 0.60947 -2.59116 -0.08 -0.13 -0.10 0.108
H 1.17741 0.66168 -0.76652 -0.30 -0.34 -0.43 0.107
```
Forces are in eV/Å.

The calculated total energy is -1060.84791 a.u. For the orbital gap, the calculation gives 0.170 hartree. The highest occupied orbital energy is -10.5748 eV. As for the total charge: +1. For the LUMO energy, the calculation gives -0.2185 hartree.

=====

[3]
The following is a DFT calculation (ωB97M-V/def2-TZVPD) of C20H24IN5NiO2P as an isolated structure at a distorted geometry.

Geometry as XYZ:
```
54
Properties=species:S:1:pos:R:3:forces:R:3:lowdin_charge:R:1
Ni -0.08687 -0.13863 -0.49984 1.48 0.75 1.36 0.186
C 4.24013 1.22860 -0.78052 0.01 0.06 -0.07 -0.017
C 3.87597 0.41688 0.41070 -1.36 -0.07 0.06 -0.262
N 4.78688 -0.07892 1.17878 1.01 0.45 -0.59 0.132
C 4.49921 -0.82056 2.24281 -0.89 -0.55 0.71 -0.072
C 3.20377 -1.06240 2.65125 0.82 -0.15 0.13 -0.140
C 2.96397 -1.96287 3.83802 -0.54 0.13 -0.01 -0.235
O 4.17686 -2.50369 4.27910 0.27 -0.10 0.11 -0.042
C 2.13648 -0.53497 1.87918 -0.16 0.50 -0.98 -0.079
C 0.77217 -0.68125 2.30481 0.27 -0.02 0.09 -0.028
N -0.27334 -0.56431 1.54706 0.28 0.45 -1.44 0.009
C -1.57673 -0.90307 1.91208 -0.79 -0.30 0.34 -0.321
C -1.88230 -1.64012 3.06723 0.12 0.18 -0.16 -0.010
C -3.14182 -2.15641 3.29622 -0.08 0.04 -0.04 -0.049
C -4.15164 -1.97999 2.36529 0.05 0.12 0.01 -0.059
C -3.90748 -1.20702 1.24551 -0.04 0.16 -0.15 -0.149
C -2.65572 -0.65807 1.03986 0.36 0.17 -0.06 -0.527
I -2.45116 0.59872 -0.70013 -0.80 -0.26 0.61 1.179
C 2.46013 0.17093 0.66312 1.95 -0.99 1.97 -0.296
O 1.61592 0.60102 -0.16578 -1.76 0.51 -1.62 -0.115
H 5.30635 1.42989 -0.77735 0.04 -0.01 0.01 0.087
H 3.68107 2.16353 -0.77548 0.02 0.06 -0.11 0.087
H 3.97643 0.68990 -1.69170 -0.01 0.06 -0.11 0.083
H 5.34337 -1.24353 2.76335 -0.07 -0.04 0.15 0.120
H 2.27293 -2.76765 3.53696 0.00 0.09 0.07 0.125
H 2.47721 -1.38151 4.63563 -0.01 -0.08 0.02 0.130
H 4.03692 -3.01692 5.08180 -0.04 0.08 -0.08 0.105
H 0.64546 -0.89217 3.36645 -0.14 -0.17 -0.05 0.128
H -1.10877 -1.82970 3.79491 0.11 -0.07 0.02 0.111
H -3.33967 -2.70974 4.20005 0.05 -0.11 0.09 0.118
H -5.12729 -2.41310 2.50831 -0.12 -0.05 0.06 0.117
H -4.69127 -1.02646 0.52805 -0.14 0.01 -0.05 0.098
C 1.20700 -4.70127 -2.73535 0.11 -0.13 -0.11 -0.172
N -0.21100 -4.40081 -2.82077 -0.13 -0.37 -0.51 -0.159
C -0.93197 -5.11708 -1.78474 -0.03 -0.07 -0.04 -0.173
N -0.41256 -4.82224 -0.46034 -0.27 -0.26 0.30 -0.147
C 1.00741 -5.13088 -0.40997 0.05 -0.06 0.01 -0.171
N 1.75890 -4.41090 -1.42242 0.43 -0.26 -0.11 -0.151
C 1.83212 -2.99673 -1.16440 0.10 0.59 0.09 -0.279
P 0.13083 -2.20811 -1.21963 0.14 -1.85 -0.26 1.011
C -0.47470 -2.99106 -2.81898 -0.04 0.71 0.10 -0.288
C -0.68060 -3.45876 -0.07603 -0.21 0.39 0.29 -0.292
H 1.73746 -4.11460 -3.48715 0.05 -0.08 -0.02 0.135
H 1.35116 -5.76367 -2.94606 0.00 0.07 0.00 0.139
H -0.83549 -6.19048 -1.96721 -0.01 0.08 0.00 0.138
H -1.98796 -4.84059 -1.83024 0.01 -0.09 0.02 0.134
H 1.13363 -6.20316 -0.58361 0.00 0.09 0.05 0.138
H 1.40081 -4.87669 0.57869 -0.03 -0.08 -0.06 0.133
H 2.48711 -2.51684 -1.90113 -0.08 -0.01 0.13 0.106
H 2.26710 -2.83755 -0.17032 -0.05 0.15 -0.11 0.096
H 0.03014 -2.51810 -3.66826 -0.13 0.00 0.08 0.101
H -1.55326 -2.82174 -2.90836 0.12 0.11 -0.04 0.098
H -1.76415 -3.29294 -0.06147 0.09 0.06 0.00 0.097
H -0.31273 -3.30975 0.94458 -0.02 0.15 -0.08 0.091
```
Forces are in eV/Å.

As for the spin multiplicity: 3. The calculated total energy is -3347.90211 a.u. For the orbital gap (spin up / spin down), the calculation gives 0.256 / 0.238 hartree. The highest occupied orbital energy (spin up / spin down) is -10.7021 / -10.7677 eV. As for the total charge: +1. For the LUMO energy (spin up / spin down), the calculation gives -0.1376 / -0.1572 hartree.